Record 1
The following is a DFT calculation (the ωB97M-V functional and the def2-TZVPD basis) of a cluster of 2 separate species, C3H10O2 in total at a distorted geometry.

Output
Structure (SMILES)   CC(C)O.O
E_LUMO   0.02674 Ha
Largest force on an atom   5.6 eV/A
Multiplicity   1
Kohn-Sham gap   10.6 eV
HOMO energy   -9.83 eV

CARTESIAN COORDINATES (ANGSTROEM)
C1 -0.7058 0.0107 -1.4325
C2 0.4353 0.1704 -0.5167
C3 -0.0930 1.0071 0.7243
O1 1.3912 0.9872 -1.0236
H1 -0.6218 0.6407 -2.2941
H2 -1.7713 0.0929 -1.0473
H3 -0.8154 -1.0063 -1.8567
H4 0.9654 -0.8267 -0.2733
H5 -1.0525 0.6637 1.1179
H6 -0.2203 1.9948 0.4312
H7 0.6671 1.0951 1.5075
H8 2.1157 0.5663 -1.6400
O2 0.0671 -1.6266 1.7974
H9 -0.1827 -1.2301 2.6023
H10 -0.1791 -2.5392 1.9037

=====

Record 2
The following is a DFT calculation (the ωB97M-V functional and the def2-TZVPD basis) of a cluster of 2 separate species, C3H10O2 in total at a distorted geometry.

Output
Structure (SMILES)   CC(C)O.O
E_LUMO   0.03155 Ha
Largest force on an atom   2.7 eV/A
Multiplicity   1
Kohn-Sham gap   11.1 eV
HOMO energy   -10.22 eV

CARTESIAN COORDINATES (ANGSTROEM)
C1 -0.7860 -0.7671 0.0096
C2 0.1796 0.3759 -0.3113
C3 -0.4246 1.7645 -0.4628
O1 1.0340 0.0113 -1.4619
H1 -1.1664 -1.1919 -0.9296
H2 -1.7090 -0.3620 0.4183
H3 -0.3727 -1.5421 0.5929
H4 1.0508 0.3337 0.3377
H5 -1.3596 1.9133 0.0927
H6 -0.8090 2.0685 -1.4468
H7 0.3433 2.4543 -0.1426
H8 1.1335 0.6994 -2.1272
O2 1.0406 -2.1927 2.0496
H9 1.6737 -1.7552 1.4839
H10 0.1718 -1.8098 1.8974

=====

Record 3
The following is a DFT calculation (the ωB97M-V functional and the def2-TZVPD basis) of a cluster of 2 separate species, C3H10O2 in total at a distorted geometry.

Output
E_LUMO (spin up / spin down)   -0.13934 / -0.36764 Ha
Net charge   +1
Largest force on an atom   2.2 eV/A
Multiplicity   2
Kohn-Sham gap (spin up / spin down)   9.9 / 3.7 eV
HOMO energy (spin up / spin down)   -13.68 / -13.68 eV

CARTESIAN COORDINATES (ANGSTROEM)
C1 -1.1033 -1.9842 -1.0939
C2 -0.1681 -0.8814 -1.6840
C3 1.1853 -1.0662 -0.8763
O1 -0.7253 0.3053 -1.2787
H1 -0.6696 -2.9780 -1.0968
H2 -1.9957 -1.9582 -1.6976
H3 -1.3501 -1.7014 -0.0727
H4 -0.0331 -0.8768 -2.7515
H5 1.0316 -1.2343 0.1870
H6 1.7081 -0.1137 -0.7663
H7 1.7292 -1.8677 -1.3637
H8 -0.4053 1.0303 -1.8457
H9 0.5386 4.0031 3.9467
H10 0.4413 2.5025 3.5663
O2 0.6532 3.1076 4.2791

=====

Record 4
The following is a DFT calculation (the ωB97M-V functional and the def2-TZVPD basis) of a cluster of 3 separate species, C3H10O2P2 in total at a distorted geometry.

Output
E_LUMO   -0.00464 Ha
Largest force on an atom   4.9 eV/A
Multiplicity   1
Kohn-Sham gap   8.2 eV
HOMO energy   -8.36 eV

CARTESIAN COORDINATES (ANGSTROEM)
C1 -3.6988 -1.3615 0.0750
C2 0.0101 -1.7030 0.4754
C3 3.3522 2.0318 -0.4807
O1 -3.1554 -0.2779 0.1680
O2 -0.6731 -1.2626 -0.6426
P1 -0.1605 1.2165 0.6210
P2 -1.0769 0.2971 -0.9093
H1 2.8691 1.2439 -1.2226
H2 -4.0094 -1.9643 -0.9283
H3 -3.8246 -1.8288 1.0571
H4 0.3548 -2.7816 0.2644
H5 -0.7564 -1.7808 1.3096
H6 0.8171 -1.0307 0.7176
H7 3.1120 2.9931 -0.8185
H8 4.3319 1.8756 -0.3364
H9 2.9217 1.9562 0.5244
H10 -0.4138 2.3769 0.1258

=====

Record 5
The following is a DFT calculation (the ωB97M-V functional and the def2-TZVPD basis) of a cluster of 2 separate species, C3H10O2S in total at a distorted geometry.

Output
Structure (SMILES)   OCCCS.O
E_LUMO   0.02702 Ha
Largest force on an atom   2.8 eV/A
Multiplicity   1
Kohn-Sham gap   10.2 eV
HOMO energy   -9.44 eV

CARTESIAN COORDINATES (ANGSTROEM)
O1 -2.5183 -0.3933 -0.8788
C1 -1.6962 0.2835 -1.8015
C2 -0.1758 -0.0262 -1.6380
C3 0.3313 0.4794 -0.2840
S1 1.9946 -0.1201 0.4263
H1 -2.0137 -1.1767 -0.8165
H2 -2.0531 1.3009 -1.6937
H3 -2.0268 0.0294 -2.7846
H4 0.4746 0.4577 -2.3932
H5 0.1119 -1.2023 -1.6190
H6 0.2940 1.5368 -0.2315
H7 -0.3333 0.0779 0.4833
H8 2.3341 -0.7063 -0.7372
O2 0.0620 0.1555 3.2558
H9 -0.3676 -0.5820 3.7044
H10 0.5602 -0.3323 2.5920

=====

Record 6
The following is a DFT calculation (the ωB97M-V functional and the def2-TZVPD basis) of a cluster of 2 separate species, C3H10O2S2 in total at a distorted geometry.

Output
Structure (SMILES)   OCCCSS.O
E_LUMO   0.01653 Ha
Largest force on an atom   1.3 eV/A
Multiplicity   1
Kohn-Sham gap   8.4 eV
HOMO energy   -7.93 eV

CARTESIAN COORDINATES (ANGSTROEM)
O1 2.0571 0.0244 0.6774
C1 2.1342 1.1678 -0.2035
C2 0.7740 1.6065 -0.7169
C3 -0.1232 0.4826 -1.2458
S1 -1.8067 0.4945 -0.5451
S2 -1.3788 -0.5790 1.1989
H1 2.3109 0.2606 1.5720
H2 2.5322 1.9856 0.3693
H3 2.7690 0.8405 -1.0228
H4 0.2222 2.2579 -0.0411
H5 1.0386 2.2754 -1.5459
H6 -0.2708 0.5461 -2.3206
H7 0.2478 -0.5136 -1.0085
H8 -2.6547 -0.8826 1.4722
O2 0.9825 -2.4597 -0.1452
H9 1.6073 -1.7865 0.1777
H10 0.7415 -2.9252 0.6649

=====

Record 7
The following is a DFT calculation (the ωB97M-V functional and the def2-TZVPD basis) of a cluster of 2 separate species, C3H10O2S2 in total at a distorted geometry.

Output
Structure (SMILES)   OCCCSS.O
E_LUMO   0.01882 Ha
Largest force on an atom   5.8 eV/A
Multiplicity   1
Kohn-Sham gap   9.4 eV
HOMO energy   -8.86 eV

CARTESIAN COORDINATES (ANGSTROEM)
O1 -0.2105 1.3576 1.7780
C1 -0.9968 1.3814 0.4209
C2 -0.1064 0.8952 -0.7019
C3 -0.3817 -0.5886 -1.1055
S1 0.1893 -1.0800 -2.7229
S2 1.9724 -0.3328 -3.1934
H1 -0.2207 0.4007 1.9573
H2 -1.2315 2.4856 0.5856
H3 -1.9915 0.6824 0.4718
H4 0.8679 0.9985 -0.3597
H5 -0.1503 1.3870 -1.5372
H6 -1.3811 -0.9470 -0.9393
H7 -0.0374 -1.2565 -0.3328
H8 2.5993 -1.3847 -2.5826
O2 0.3383 -1.4745 2.3738
H9 -0.3034 -1.5128 3.0948
H10 1.0442 -1.0115 2.7930

=====

Record 8
The following is a DFT calculation (the ωB97M-V functional and the def2-TZVPD basis) of a cluster of 2 separate species, C3H10O3 in total at a distorted geometry.

Output
Structure (SMILES)   OCCCO.O
E_LUMO   0.02770 Ha
Largest force on an atom   1.0 eV/A
Multiplicity   1
Kohn-Sham gap   10.8 eV
HOMO energy   -10.04 eV

CARTESIAN COORDINATES (ANGSTROEM)
O1 0.5521 -1.9112 2.6356
C1 0.9310 -0.6860 1.9856
C2 1.0074 -0.8456 0.4721
C3 1.4237 0.4519 -0.2045
O2 1.3867 0.2378 -1.6050
H1 -0.4055 -2.0136 2.5536
H2 0.2065 0.0797 2.2540
H3 1.9320 -0.4693 2.3579
H4 1.7536 -1.5962 0.2164
H5 0.0380 -1.1484 0.0879
H6 0.7939 1.2966 0.0812
H7 2.4642 0.6507 0.0817
H8 1.1251 1.0016 -2.1203
O3 -4.2217 1.3283 -2.8343
H9 -4.7833 1.8624 -2.2686
H10 -4.2038 1.7614 -3.6933

=====

Record 9
The following is a DFT calculation (the ωB97M-V functional and the def2-TZVPD basis) of a cluster of 3 separate species, C3H10O3 in total at a distorted geometry.

Output
Structure (SMILES)   CCC=O.O.O
E_LUMO   0.01692 Ha
Largest force on an atom   6.2 eV/A
Multiplicity   1
Kohn-Sham gap   10.9 eV
HOMO energy   -10.42 eV

CARTESIAN COORDINATES (ANGSTROEM)
C1 -0.4870 0.2974 1.8444
C2 0.6863 0.7525 0.8478
C3 0.1781 1.6033 -0.2787
O1 0.5370 1.5240 -1.5278
H1 -0.8802 1.1671 2.3741
H2 -0.0406 -0.4015 2.4953
H3 -1.1848 -0.2522 1.1909
H4 1.5176 1.3441 1.3549
H5 1.3851 -0.0022 0.5587
H6 -0.6301 2.2203 -0.0357
O2 0.8542 -0.9145 -2.0617
H7 1.2087 0.0229 -1.9133
H8 0.8455 -0.8839 -3.0337
O3 -1.4490 -2.0488 -0.2197
H9 -0.7207 -1.7359 -0.7860
H10 -1.8202 -2.6925 -0.8097

=====

Record 10
The following is a DFT calculation (the ωB97M-V functional and the def2-TZVPD basis) of a cluster of 3 separate species, C3H10O3 in total at a distorted geometry.

Output
Structure (SMILES)   C=C(C)O.O.O
E_LUMO   0.01652 Ha
Largest force on an atom   4.2 eV/A
Multiplicity   1
Kohn-Sham gap   9.5 eV
HOMO energy   -9.02 eV

CARTESIAN COORDINATES (ANGSTROEM)
C1 0.1347 0.4088 -2.0838
C2 0.6693 0.9636 -0.9259
C3 1.6063 0.1967 0.0838
O1 -0.0809 1.8436 -0.0873
H1 0.5573 -0.5748 -2.3768
H2 -0.4771 1.1342 -2.6597
H3 2.2126 -0.4802 -0.5388
H4 2.2026 1.0198 0.5757
H5 0.8860 -0.3406 0.8015
H6 -0.6347 2.4086 -0.6897
O2 -1.8364 -0.1487 1.3940
H7 -1.5841 0.5671 0.7509
H8 -2.0281 0.3328 2.2068
O3 -0.0982 -2.4461 1.2094
H9 -0.7603 -3.1617 0.9331
H10 -0.7688 -1.7230 1.4068

=====

Record 11
The following is a DFT calculation (the ωB97M-V functional and the def2-TZVPD basis) of a cluster of 3 separate species, C3H10O3 in total at a distorted geometry.

Output
Structure (SMILES)   C=CCO.O.O
E_LUMO   0.01225 Ha
Largest force on an atom   6.6 eV/A
Multiplicity   1
Kohn-Sham gap   9.8 eV
HOMO energy   -9.49 eV

CARTESIAN COORDINATES (ANGSTROEM)
C1 2.5159 2.0784 1.8097
C2 2.1931 0.8814 1.0786
C3 1.0299 -0.0374 1.3831
O1 0.3027 -0.4178 0.1534
H1 3.4706 2.4991 1.6876
H2 1.7205 2.7591 2.2418
H3 2.7459 0.6000 0.1993
H4 1.5151 -1.0246 1.6149
H5 0.4666 0.3340 2.2152
H6 0.4846 0.2035 -0.5507
O2 -0.4057 -1.5166 -3.2130
H7 -0.8032 -0.9058 -2.7308
H8 -0.5154 -2.2420 -2.5218
O3 -5.1478 -0.7319 -1.3679
H9 -5.0522 -1.0089 -0.4088
H10 -4.5206 -1.4706 -1.5906

=====

Record 12
The following is a DFT calculation (the ωB97M-V functional and the def2-TZVPD basis) of a cluster of 3 separate species, C3H10O3 in total at a distorted geometry.

Output
Structure (SMILES)   CCC=O.O.O
E_LUMO   0.01966 Ha
Largest force on an atom   6.3 eV/A
Multiplicity   1
Kohn-Sham gap   10.6 eV
HOMO energy   -10.03 eV

CARTESIAN COORDINATES (ANGSTROEM)
C1 -0.2861 2.3855 2.8517
C2 -0.3721 1.1190 2.0398
C3 0.7249 0.1883 2.1288
O1 1.4599 0.2329 1.1144
H1 -0.1744 2.1318 3.8973
H2 -1.2960 2.9193 2.7868
H3 0.5083 3.0699 2.4776
H4 -1.2310 0.5558 2.5011
H5 -0.6834 1.3462 1.0585
H6 1.2897 -0.3398 3.0299
O2 0.7053 -0.9343 -1.9428
H7 0.8939 -1.1284 -1.0060
H8 1.5871 -0.7044 -2.2274
O3 -1.9048 -2.4880 -4.9009
H9 -1.8323 -1.5514 -4.6713
H10 -1.5459 -2.9405 -4.1345

=====

Repeat the second record exactly.
The following is a DFT calculation (the ωB97M-V functional and the def2-TZVPD basis) of a cluster of 2 separate species, C3H10O2 in total at a distorted geometry.

Output
Structure (SMILES)   CC(C)O.O
E_LUMO   0.03155 Ha
Largest force on an atom   2.7 eV/A
Multiplicity   1
Kohn-Sham gap   11.1 eV
HOMO energy   -10.22 eV

CARTESIAN COORDINATES (ANGSTROEM)
C1 -0.7860 -0.7671 0.0096
C2 0.1796 0.3759 -0.3113
C3 -0.4246 1.7645 -0.4628
O1 1.0340 0.0113 -1.4619
H1 -1.1664 -1.1919 -0.9296
H2 -1.7090 -0.3620 0.4183
H3 -0.3727 -1.5421 0.5929
H4 1.0508 0.3337 0.3377
H5 -1.3596 1.9133 0.0927
H6 -0.8090 2.0685 -1.4468
H7 0.3433 2.4543 -0.1426
H8 1.1335 0.6994 -2.1272
O2 1.0406 -2.1927 2.0496
H9 1.6737 -1.7552 1.4839
H10 0.1718 -1.8098 1.8974